A molecular structure, C24H28BF4N4O2Pt. Source: the Open Molecules 2025 dataset; level of theory: ωB97M-V/def2-TZVPD.

Last column: Löwdin spin population.
Cartesian coordinates (Å):
Pt: -0.882 0.784 -0.824  0.5530
C: -4.308 -3.452 3.811  0.0028
C: -3.332 -2.613 3.056  0.0147
C: -1.973 -2.890 3.082  -0.0053
C: -1.049 -2.124 2.358  0.0189
C: 0.258 -2.597 2.149  0.0052
N: 1.166 -1.993 1.421  0.0098
C: 2.365 -2.631 0.957  0.0009
C: 2.231 -3.110 -0.500  0.0057
C: 2.323 -1.966 -1.512  0.0122
N: 3.608 -1.316 -1.436  0.1596
C: 3.994 -0.048 -1.278  0.2135
C: 3.392 1.220 -1.129  0.0337
C: 4.320 2.288 -1.011  0.2396
C: 3.959 3.615 -0.847  0.0429
C: 5.001 4.683 -0.771  -0.0037
C: 2.616 3.932 -0.819  0.2311
C: 1.619 2.943 -0.959  0.0667
C: 0.286 3.398 -1.083  0.0211
N: -0.840 2.731 -1.164  0.0667
C: -2.002 3.466 -1.645  0.0077
C: -3.345 3.000 -1.088  0.0032
C: -3.622 1.517 -1.351  0.0034
N: -2.837 0.733 -0.431  0.0089
C: -3.443 0.109 0.524  0.0013
C: -2.904 -0.755 1.524  0.0142
C: -3.781 -1.588 2.225  -0.0064
C: -1.487 -0.905 1.708  0.0022
O: -0.649 -0.037 1.338  0.1610
C: 1.984 1.562 -1.091  0.0156
O: 1.101 0.649 -1.222  0.0464
H: -3.859 -3.870 4.709  0.0002
H: -4.640 -4.280 3.184  0.0012
H: -5.185 -2.873 4.088  0.0003
H: -1.616 -3.747 3.633  -0.0004
H: 0.509 -3.574 2.544  0.0003
H: 0.878 -1.112 0.988  0.0000
H: 2.572 -3.490 1.599  0.0002
H: 3.198 -1.925 1.038  0.0006
H: 1.272 -3.608 -0.638  0.0005
H: 3.020 -3.840 -0.696  0.0002
H: 1.535 -1.237 -1.350  0.0001
H: 2.202 -2.385 -2.518  0.0054
H: 4.374 -1.969 -1.548  0.0020
H: 5.077 0.023 -1.262  0.0065
H: 5.372 2.052 -1.064  0.0103
H: 5.935 4.294 -0.375  -0.0004
H: 4.671 5.513 -0.152  -0.0006
H: 5.193 5.070 -1.772  -0.0017
H: 2.311 4.959 -0.698  0.0132
H: 0.205 4.480 -1.175  -0.0018
H: -2.022 3.371 -2.738  0.0025
H: -1.882 4.531 -1.412  -0.0005
H: -4.125 3.596 -1.562  0.0002
H: -3.380 3.181 -0.012  0.0001
H: -3.341 1.251 -2.374  0.0014
H: -4.689 1.314 -1.222  0.0000
H: -4.531 0.164 0.537  0.0004
H: -4.845 -1.465 2.080  -0.0005
F: -0.845 -1.405 -1.032  0.0105
B: -1.648 -2.685 -1.185  0.0010
F: -1.465 -3.086 -2.455  0.0005
F: -1.101 -3.531 -0.264  0.0011
F: -2.924 -2.325 -0.888  0.0004

Calculated values
orbital gap (spin up / spin down)	4.62 / 4.99	eV
expectation value of S²	2.046
molecular weight	686.40	g mol⁻¹
lowest unoccupied orbital energy (spin up / spin down)	-3.5703 / -5.7238	eV
charge	+1
spin multiplicity	3
HOMO energy (spin up / spin down)	-8.188 / -10.710	eV